# 1
Entry from the OMol25 dataset: a 11-piece molecular cluster, C6H34O14 overall at a distorted geometry (wB97M-V/def2-TZVPD).

XYZ file:
```
54
Properties=species:S:1:pos:R:3:forces:R:3
O -3.778 2.755 0.357 0.57 0.50 -0.75
C -3.555 1.950 -0.817 -0.20 -1.28 1.54
C -3.695 0.528 -0.207 -0.70 0.02 -0.03
O -3.469 -0.573 -1.094 -1.11 1.48 -0.60
H -3.936 3.629 -0.015 -0.03 0.18 0.56
H -4.240 2.333 -1.549 -0.78 -0.75 -0.67
H -2.574 2.008 -1.263 0.72 0.38 0.18
H -4.655 0.412 0.316 -0.28 0.20 -0.61
H -3.022 0.464 0.649 0.52 0.23 -0.32
H -2.900 -1.149 -0.627 1.01 -0.67 0.68
O 0.448 2.140 1.264 -0.27 0.67 1.74
C -0.260 2.992 0.394 -0.72 -0.22 -1.11
C 0.440 4.261 0.045 0.65 0.15 0.03
O 1.742 3.844 -0.391 -0.11 1.40 0.58
H 1.228 1.771 0.812 -0.35 0.43 0.01
H -0.225 2.365 -0.470 -0.92 0.13 -1.53
H -1.304 3.319 0.626 0.59 -1.23 0.76
H 0.374 4.953 0.923 0.77 -0.33 -0.46
H -0.028 4.807 -0.788 -0.01 -0.43 0.15
H 2.181 3.615 0.434 0.42 -0.21 -0.14
O 4.090 -2.439 1.725 2.28 -2.39 0.01
C 3.035 -1.631 1.360 -0.09 0.23 -0.01
C 3.677 -0.301 0.943 -2.04 -0.66 -1.03
O 2.727 0.664 0.527 0.22 -0.69 0.03
H 4.564 -2.872 0.977 -0.79 0.77 0.72
H 2.433 -2.091 0.589 -0.20 0.18 -0.53
H 2.412 -1.665 2.272 0.07 1.05 -0.36
H 4.502 -0.457 0.251 -0.27 -0.35 -0.98
H 4.191 0.065 1.735 1.35 1.23 2.94
H 1.940 0.120 0.389 -0.35 0.27 -0.47
O -1.977 -2.722 -0.214 0.94 -0.09 0.09
H -2.012 -3.279 0.554 0.43 -0.06 1.17
H -2.758 -3.008 -0.638 -1.54 -0.30 -1.37
O 0.706 -3.644 -0.478 1.17 1.99 1.02
H -0.157 -3.631 -0.814 -2.25 0.12 -0.70
H 1.033 -4.482 -0.666 1.04 -2.44 -0.41
O -0.838 0.012 -2.514 -0.21 -0.24 0.86
H -1.011 0.595 -3.235 -0.28 0.55 -0.84
H -0.876 -0.879 -2.845 -0.13 -0.43 -0.43
O -0.476 -2.687 2.617 -1.21 0.51 0.90
H -1.001 -3.473 2.497 0.07 -0.47 0.09
H 0.277 -2.752 2.068 1.28 -0.30 -1.00
O 1.627 0.898 -2.005 3.79 1.89 0.56
H 0.761 0.706 -2.164 -3.20 -0.99 -0.75
H 2.076 0.069 -1.800 -0.41 0.15 -0.16
O 0.151 -0.775 0.003 -0.79 -1.76 0.87
H -0.390 -1.603 -0.040 0.85 0.86 0.74
H -0.166 -0.395 -0.799 -0.12 1.31 -1.05
O -1.495 0.093 2.551 -1.53 1.01 0.27
H -2.071 0.901 2.453 1.26 -1.18 0.05
H -0.959 0.032 1.755 0.28 0.29 -0.21
O 2.289 -1.613 -1.859 -0.52 -0.12 -0.27
H 3.225 -1.798 -1.845 0.10 -0.77 -0.17
H 1.699 -2.384 -1.947 1.02 0.19 0.44
```
Positions in Å, forces in eV/Å.

Calculated values
- SMILES = OCCO.OCCO.OCCO.O.O.O.O.O.O.O.O
- calculated total energy (eV) = -35434.877
- spin multiplicity = 1

# 2
Entry from the OMol25 dataset: C4H6NO as an isolated structure at a distorted geometry (wB97M-V/def2-TZVPD).

XYZ file:
```
12
Properties=species:S:1:pos:R:3:forces:R:3
C -0.757 -0.451 0.132 -1.04 -4.47 3.95
C -0.945 -1.449 2.363 -0.16 -2.68 3.03
C -0.658 -1.573 1.059 0.79 3.05 -4.31
C 1.472 1.792 -1.849 6.18 1.44 1.64
N -0.656 0.311 -0.694 0.74 2.56 -1.69
O 0.365 1.724 -2.277 -6.56 -0.42 -2.95
H -0.835 -2.279 3.096 0.21 0.47 -0.97
H -1.418 -0.640 2.803 -0.69 1.83 0.31
H -0.092 -2.264 0.469 0.13 -1.36 0.65
H 1.837 1.011 -1.098 0.12 0.99 -0.74
H 2.045 2.698 -2.349 -0.13 -1.79 1.48
H -0.357 1.120 -1.655 0.42 0.37 -0.42
```
Positions in Å, forces in eV/Å.

Calculated values
- ⟨S²⟩ = 2.016
- calculated total energy (eV) = -7766.600
- spin multiplicity = 3
- charge = +1

# 3
Entry from the OMol25 dataset: a 21-piece molecular cluster, C16H61BrN2O20S overall at a distorted geometry (wB97M-V/def2-TZVPD).

XYZ file:
```
101
Properties=species:S:1:pos:R:3:forces:R:3
S 2.691 -3.321 2.393 -0.27 0.46 0.08
C 2.896 -3.216 0.574 0.52 -0.76 -0.23
C 3.944 -2.142 0.232 -0.57 -0.24 0.15
C 3.405 -0.683 0.127 0.76 -0.53 0.27
N 1.945 -0.545 0.334 0.57 0.05 -0.13
C 1.095 -0.644 -0.686 0.26 -0.38 -1.35
C -0.241 -0.472 -0.548 -0.43 0.26 0.48
C -0.737 -0.161 0.718 -0.89 -0.05 -0.58
C -2.208 0.068 0.859 1.13 -0.15 0.78
C -2.784 -0.035 2.135 0.66 -0.02 -0.56
C -4.116 0.169 2.251 0.02 -0.08 0.65
N -4.841 0.463 1.165 -1.60 0.84 0.35
C -6.299 0.639 1.348 -1.17 -0.64 0.37
C -6.991 -0.725 1.636 0.29 -0.10 -0.61
C -6.295 -1.938 1.017 -0.69 -0.35 0.48
Br -6.588 -2.066 -0.917 0.56 0.09 0.49
C -4.321 0.600 -0.038 0.74 -0.01 -1.12
C -2.972 0.398 -0.234 0.18 -0.12 -0.34
C 0.147 -0.082 1.773 -0.56 0.16 0.13
C 1.482 -0.274 1.540 0.18 0.15 1.35
H 1.443 -3.808 2.544 0.22 -0.03 -0.29
H 1.949 -3.139 0.034 0.04 0.19 0.23
H 3.331 -4.176 0.280 -0.11 0.14 -0.05
H 4.696 -2.173 1.028 0.05 0.11 -0.25
H 4.455 -2.438 -0.695 -0.17 0.16 0.23
H 3.892 -0.081 0.906 -0.16 0.22 -0.62
H 3.610 -0.295 -0.871 0.07 0.24 0.27
H 1.484 -0.868 -1.674 0.39 -0.03 0.32
H -0.886 -0.540 -1.412 0.11 -0.11 0.05
H -2.171 -0.270 2.995 -0.24 -0.03 0.04
H -4.615 0.092 3.212 -0.24 0.14 -0.24
H -6.502 1.311 2.185 0.37 0.03 -0.12
H -6.760 1.084 0.467 0.55 -0.01 -0.12
H -7.128 -0.923 2.703 0.11 0.19 -0.08
H -7.984 -0.675 1.181 0.00 0.04 0.35
H -6.762 -2.831 1.435 0.03 0.07 -0.20
H -5.230 -2.027 1.243 -0.05 0.12 -0.37
H -4.922 0.863 -0.900 -0.45 -0.02 0.43
H -2.537 0.514 -1.230 -0.33 0.22 0.41
H -0.169 0.164 2.778 0.09 0.01 -0.09
H 2.164 -0.185 2.377 0.32 -0.07 -0.40
O -1.597 2.151 -2.438 -0.09 -0.15 -0.25
H -0.942 2.803 -2.157 -0.15 0.07 0.24
H -1.852 2.431 -3.330 0.19 -0.29 -0.15
O -0.749 4.192 -0.689 0.26 0.14 0.15
H -0.475 4.301 0.228 0.00 0.01 0.01
H -1.099 5.062 -0.935 -0.20 -0.09 -0.07
O 6.007 -3.754 -1.902 -0.32 0.30 0.12
H 6.216 -3.926 -2.826 0.06 0.10 0.00
H 6.225 -4.577 -1.456 -0.14 -0.03 0.01
O 6.539 -6.591 -2.478 -0.03 -0.25 -0.03
H 6.056 -7.373 -2.188 -0.04 -0.05 -0.22
H 7.024 -6.898 -3.255 0.09 0.03 0.05
O -3.369 5.408 -1.904 0.21 -0.19 0.09
H -3.824 4.793 -1.315 -0.04 0.13 0.10
H -2.956 4.842 -2.564 -0.13 0.06 -0.13
O 5.185 1.679 1.155 -0.47 0.37 0.12
H 5.495 1.821 2.056 0.17 -0.12 -0.01
H 4.735 2.520 0.938 0.15 -0.18 -0.06
O -5.746 5.427 0.030 -0.04 -0.22 -0.17
H -6.610 5.434 0.454 0.03 0.06 0.05
H -5.901 5.842 -0.827 0.08 0.10 0.04
O 8.791 -4.334 -2.749 0.07 -0.03 -0.12
H 8.093 -4.974 -2.591 0.12 -0.10 0.14
H 8.875 -3.866 -1.912 0.02 0.06 -0.04
O -8.579 -1.143 -3.515 0.14 -0.02 0.02
H -8.659 -1.975 -3.994 -0.08 0.05 -0.04
H -7.927 -1.320 -2.828 -0.21 0.06 -0.12
O 4.478 -0.787 4.574 -0.17 0.13 -0.30
H 4.153 -1.553 4.089 0.05 -0.09 0.11
H 3.684 -0.319 4.851 0.07 -0.02 0.18
O 2.097 4.740 -1.557 0.31 0.24 0.21
H 1.302 4.206 -1.453 -0.21 0.12 0.00
H 2.193 5.191 -0.704 -0.73 0.36 -0.32
O 5.572 -6.107 0.312 -0.08 -0.03 -0.18
H 5.095 -6.882 0.630 0.05 0.03 0.13
H 6.059 -6.420 -0.463 0.10 0.12 0.29
O -5.111 -2.479 4.187 0.06 0.22 -0.09
H -4.652 -2.088 3.439 0.04 -0.22 -0.02
H -4.408 -2.860 4.727 -0.14 -0.10 0.10
O -8.960 -2.405 3.938 0.34 0.14 0.00
H -8.054 -2.658 4.149 -0.06 -0.13 0.07
H -9.362 -2.259 4.802 -0.13 -0.02 -0.06
O -1.276 1.549 -5.375 -0.36 0.10 0.16
H -1.031 1.373 -6.289 -0.01 0.11 -0.02
H -1.175 0.699 -4.937 0.19 0.00 -0.21
O 3.761 4.300 0.689 0.12 -0.03 -0.01
H 4.397 4.977 0.947 -0.05 0.06 0.12
H 3.428 4.612 -0.165 0.71 -0.60 0.19
O 2.730 7.410 0.409 -0.24 -0.19 -0.28
H 3.401 8.048 0.672 0.04 -0.01 0.00
H 2.404 7.752 -0.436 0.18 0.11 0.14
O 0.637 -0.167 -4.192 0.06 -0.30 0.47
H 1.536 -0.427 -3.967 0.07 0.00 -0.32
H 0.213 -0.008 -3.341 -0.02 0.29 -0.11
O 3.579 7.404 -2.653 -0.22 -0.23 0.20
H 3.014 6.656 -2.413 0.12 0.00 -0.21
H 4.009 7.123 -3.466 0.03 0.10 -0.02
O 6.099 -4.314 2.976 -0.06 0.11 -0.22
H 6.095 -4.736 2.106 0.04 -0.10 0.05
H 5.248 -3.869 3.032 0.03 -0.15 0.09
```
Positions in Å, forces in eV/Å.

Calculated values
- calculated total energy (eV) = -142375.789
- spin multiplicity = 1
- charge = +2

# 4
Entry from the OMol25 dataset: one molecule with the formula C4H9NO2 (wB97M-V/def2-TZVPD).

XYZ file:
```
16
Properties=species:S:1:pos:R:3:forces:R:3
C 1.821 0.193 -1.047 0.04 0.02 -0.01
C 0.408 -0.145 -0.590 0.02 0.28 -0.05
O 0.345 -1.504 -0.146 0.04 -0.20 -0.19
C -0.024 0.733 0.581 0.03 0.09 -0.02
C -1.500 0.673 0.963 -0.01 0.04 0.06
N -2.042 -0.573 0.982 -0.06 0.05 0.01
O -2.127 1.678 1.253 0.16 -0.29 -0.09
H 2.524 0.057 -0.218 -0.09 0.02 -0.11
H 1.885 1.229 -1.397 -0.03 -0.14 0.05
H 2.132 -0.459 -1.873 -0.06 0.08 0.12
H -0.295 0.000 -1.426 0.09 -0.04 0.12
H 0.601 -2.071 -0.884 -0.04 0.04 0.16
H 0.576 0.451 1.457 -0.09 0.04 -0.09
H 0.188 1.782 0.357 -0.02 -0.15 0.02
H -3.007 -0.667 1.256 0.13 0.01 -0.05
H -1.486 -1.378 0.732 -0.10 0.15 0.05
```
Positions in Å, forces in eV/Å.

Calculated values
- SMILES = C[C@@H](O)CC(N)=O
- calculated total energy (eV) = -9879.727
- spin multiplicity = 1

# 5
Entry from the OMol25 dataset: a 2-piece molecular cluster, C2H3O2Se overall at a distorted geometry (wB97M-V/def2-TZVPD).

XYZ file:
```
8
Properties=species:S:1:pos:R:3:forces:R:3
C 0.946 0.435 0.212 -2.77 0.49 -0.12
C 0.487 -0.726 -0.415 0.23 1.03 1.24
O -0.107 1.383 0.350 -0.48 0.33 -0.36
O 2.023 0.749 0.621 1.86 0.51 0.76
Se -2.931 -0.721 0.435 0.71 -0.07 -0.12
H -0.404 -0.562 -0.871 -2.44 -0.38 -1.88
H 0.995 -1.612 -0.381 1.14 -1.98 -0.15
H -1.009 1.054 0.050 1.76 0.08 0.62
```
Positions in Å, forces in eV/Å.

Calculated values
- calculated total energy (eV) = -71562.162
- spin multiplicity = 1
- charge = -1

# 6
Entry from the OMol25 dataset: a 2-piece molecular cluster, C5H13NO overall at a distorted geometry (wB97M-V/def2-TZVPD).

XYZ file:
```
20
Properties=species:S:1:pos:R:3:forces:R:3
C -0.665 -1.319 -0.249 -0.35 -1.96 -0.46
C -0.726 -1.698 -1.775 -0.22 -0.25 0.42
C 0.673 -1.681 -2.416 -0.88 0.15 0.18
N 1.161 -0.337 -2.193 1.47 0.53 -0.11
C 1.349 -0.080 -0.763 0.02 0.87 1.23
C 0.000 0.000 0.000 -0.39 0.37 -1.14
H -0.021 -2.068 0.250 -0.45 -0.04 -0.06
H -1.690 -1.436 0.152 0.52 0.29 0.02
H -1.399 -0.945 -2.228 0.49 -0.37 -0.24
H -1.188 -2.694 -1.923 0.11 0.45 0.28
H 0.676 -1.889 -3.503 -0.23 0.09 0.53
H 1.343 -2.417 -1.931 -0.32 -0.10 -0.03
H 2.107 -0.321 -2.595 -0.53 0.41 0.03
H 1.859 0.887 -0.589 0.02 -0.46 -0.47
H 1.977 -0.877 -0.320 -0.13 0.15 0.13
H 0.025 0.228 1.083 0.52 -0.09 -0.60
H -0.612 0.779 -0.494 0.35 -0.04 0.28
O 5.616 -0.155 -1.856 -1.20 0.34 0.08
H 4.853 -0.470 -2.390 0.83 0.36 0.59
H 5.229 0.505 -1.236 0.38 -0.71 -0.67
```
Positions in Å, forces in eV/Å.

Calculated values
- SMILES = C1CCNCC1.O
- calculated total energy (eV) = -8933.075
- spin multiplicity = 1

What is the calculated total energy in the third record? -142375.789 eV